# 1
Computed, not measured: one molecule with the formula C23H31NO5, with ωB97M-V/def2-TZVPD.

XYZ file:
```
60
Properties=species:S:1:pos:R:3:mulliken_charge:R:1
O -1.23 1.97 -0.17 -0.28
O 4.69 -1.16 2.60 -0.58
O 1.46 -3.73 -0.28 -0.48
O -6.95 -0.57 0.79 -0.46
O 1.72 3.24 -1.91 -0.69
N 3.16 1.57 -0.30 0.12
C -0.37 2.84 -0.86 -1.06
C -4.89 0.68 1.21 -0.59
C -1.75 0.89 -0.93 -0.62
C 3.48 -0.77 0.52 0.16
C -0.38 -1.00 -1.92 -0.38
C -0.89 -0.35 -0.81 0.19
C -3.14 0.55 -0.45 -0.46
C 2.04 -4.41 -1.36 -0.91
C -0.62 -0.87 0.45 -0.31
C -5.69 -0.16 0.45 0.96
C 0.69 -2.64 -0.53 0.76
C 4.56 -0.30 1.49 -0.37
C 1.01 2.26 -1.19 0.55
C 0.41 -2.13 -1.79 -0.51
C -3.63 1.03 0.76 -0.32
C 4.27 1.15 1.89 -0.45
C -3.94 -0.30 -1.20 -0.33
C 4.18 2.02 0.63 -1.13
C -5.20 -0.66 -0.76 -0.81
C -7.50 -0.10 1.99 -0.82
C 3.38 0.19 -0.68 -1.07
C 0.16 -1.99 0.59 -0.62
C 1.79 1.88 0.08 -0.39
H 1.27 -4.82 -2.03 0.37
H -5.83 -1.31 -1.34 0.43
H 3.32 1.19 2.44 0.24
H 2.71 -3.77 -1.94 0.33
H 2.57 -0.13 -1.34 0.32
H 2.52 -0.80 1.04 -0.06
H -1.02 -0.37 1.32 0.44
H 1.27 1.05 0.58 0.04
H 2.66 3.02 -1.80 0.43
H -3.57 -0.69 -2.14 0.45
H 3.70 -1.78 0.17 0.31
H -0.25 3.71 -0.20 0.41
H -7.59 0.99 2.00 0.33
H -1.81 1.19 -1.99 0.64
H -3.01 1.69 1.34 0.50
H 3.83 -1.19 3.05 0.37
H 5.06 1.52 2.55 0.34
H -0.83 3.18 -1.80 0.36
H 0.38 -2.41 1.57 0.43
H -5.24 1.08 2.15 0.37
H 3.97 3.06 0.90 0.48
H 5.54 -0.35 1.00 0.41
H 1.79 2.74 0.75 0.67
H -8.49 -0.55 2.05 0.24
H -6.91 -0.42 2.86 0.33
H 2.61 -5.23 -0.93 0.25
H 4.32 0.15 -1.25 0.41
H 0.80 -2.60 -2.68 0.45
H 5.14 1.99 0.11 0.42
H -0.59 -0.62 -2.91 0.36
H 0.88 1.37 -1.82 -0.14
```

Properties
total charge: 0
multiplicity: 1
LUMO: 0.7 eV
energy above the lowest of the compared OMol25 structures with the same formula, charge and spin: 279.8 kJ/mol
HOMO level: -8.172 eV
SMILES: COc1ccc(C(OC[C@@H](O)CN2CCC(O)CC2)c2ccc(OC)cc2)cc1

# 2
Computed, not measured: C23H31NO5 as an isolated structure, with ωB97M-V/def2-TZVPD.

XYZ file:
```
60
Properties=species:S:1:pos:R:3:mulliken_charge:R:1
O 5.14 -1.46 -2.33 -0.32
O 4.10 -0.64 -0.47 -0.23
O -1.95 1.01 -1.81 -0.31
O -8.08 -0.24 3.48 -0.40
O -2.46 0.54 0.75 -0.49
N 3.81 0.72 -0.81 -0.07
C -6.71 -0.05 3.12 0.85
C 1.31 0.57 -1.04 -0.36
C 4.03 -1.15 -1.58 0.22
C -0.03 0.52 0.95 -0.36
C 7.93 -1.29 -2.86 -0.45
C -3.87 0.22 2.63 0.37
C -4.54 -0.92 3.25 -0.17
C -6.16 1.15 2.67 -0.68
C 7.40 -0.50 -4.00 -1.96
C -1.17 0.68 -0.98 0.82
C -1.11 0.62 0.31 0.73
C -4.81 1.25 2.21 -0.81
C 1.36 0.55 0.43 -2.29
C 0.24 0.90 -1.58 -0.26
C 7.16 -2.61 -2.36 -0.93
C 6.04 -2.24 -1.58 -0.42
C -3.35 1.30 -1.33 -0.65
C -5.87 -1.15 3.59 -1.25
C -2.51 0.06 2.39 -1.44
C 2.68 0.67 -1.59 0.96
C 4.89 1.52 -1.34 -0.87
C -8.81 1.14 3.44 -0.97
C 2.87 -0.77 -2.41 -1.61
H -0.17 0.23 2.10 0.15
H -3.97 0.50 -0.87 0.19
H 4.78 2.43 -1.31 0.63
H 2.07 0.42 0.96 1.03
H 5.50 -3.28 -1.12 0.17
H 6.32 -1.65 -0.91 0.56
H 6.48 -0.31 -3.82 0.31
H -1.93 0.89 2.80 0.43
H -9.70 0.59 3.73 0.31
H 2.53 1.68 -2.41 0.18
H 9.13 -1.50 -3.00 0.29
H 5.83 1.27 -0.61 0.22
H -3.22 2.30 -0.69 0.27
H -4.01 1.29 -2.35 0.28
H 7.38 -0.95 -4.75 0.82
H -8.92 1.13 2.24 0.39
H 7.90 -3.09 -1.91 0.48
H -6.09 -1.78 4.13 0.81
H 8.16 -0.65 -2.14 0.52
H 5.17 1.10 -2.46 0.15
H 3.54 -2.38 -1.13 0.23
H -4.36 2.11 1.79 0.49
H -8.66 2.04 3.87 0.36
H -3.81 -1.81 3.41 0.12
H -6.74 1.92 2.55 0.63
H 7.96 0.31 -4.19 0.52
H 0.21 0.96 -2.80 0.14
H 2.14 -1.22 -2.51 1.03
H 3.33 -0.55 -3.40 0.25
H -2.00 -0.66 2.43 1.10
H 6.84 -2.93 -3.30 0.30
```

Properties
total charge: 0
multiplicity: 1
LUMO: 0.5 eV
energy above the lowest of the compared OMol25 structures with the same formula, charge and spin: 2683.4 kJ/mol
HOMO level: -7.193 eV

# 3
Computed, not measured: C23H32AuN4O6 as an isolated structure, with ωB97M-V/def2-TZVPD.

XYZ file:
```
66
Properties=species:S:1:pos:R:3:mulliken_spin:R:1
Au -1.21 -0.36 0.39 0.56
O -0.28 1.77 2.51 0.00
O 0.19 -2.01 -0.68 0.37
O 1.16 -1.06 1.88 0.05
O 2.72 4.21 0.23 0.00
O -2.31 -2.23 0.44 0.05
O 0.03 1.07 -1.95 0.01
N -3.10 0.57 0.99 0.13
N -3.19 1.21 2.16 0.00
N -0.15 1.41 0.25 0.16
N 1.10 3.08 1.31 0.00
C 1.28 -2.61 -0.63 0.09
C 2.69 -4.35 -1.65 -0.07
C -1.45 -2.73 2.64 0.00
C 1.17 3.01 -1.16 0.00
C -1.87 -3.30 1.32 0.00
C 3.76 -3.92 -0.85 0.29
C 1.48 -3.72 -1.55 0.23
C 0.19 2.06 1.41 0.01
C 2.40 -2.23 0.24 0.11
C 2.28 2.77 -2.18 0.00
C 0.79 5.44 -2.00 0.00
C -4.24 0.80 0.34 0.00
C -4.36 1.85 2.27 0.00
C 0.33 1.75 -1.00 0.01
C 3.22 1.64 -1.80 0.00
C -2.83 -2.70 -0.83 0.00
C 3.46 -0.47 1.83 0.00
C -4.24 -3.21 -0.70 0.00
C 2.24 -1.22 1.35 0.01
C 0.16 4.10 -1.63 0.00
C -5.08 1.60 1.12 0.01
C 3.59 -2.87 0.08 -0.03
C 1.77 3.48 0.15 0.00
H 1.40 5.84 -1.19 0.00
H -0.61 -2.04 2.53 0.00
H -2.72 -3.98 1.44 0.00
H 2.68 0.69 -1.72 0.00
H -4.30 -4.09 -0.06 0.00
H -0.35 3.68 -2.50 0.00
H -2.78 -1.84 -1.50 0.00
H 4.03 -0.07 0.99 0.00
H -4.42 0.37 -0.63 0.00
H 0.00 6.16 -2.21 0.00
H 3.14 0.33 2.49 0.00
H 4.44 -2.58 0.70 0.01
H -4.61 -3.50 -1.68 0.00
H 2.83 -5.16 -2.35 0.00
H 0.64 -3.98 -2.19 0.00
H -1.06 -3.85 0.82 0.01
H 1.41 5.36 -2.89 0.00
H 1.42 3.48 2.18 0.00
H -4.61 2.43 3.15 0.00
H -0.59 4.24 -0.86 0.00
H 4.00 1.51 -2.56 0.00
H -2.32 1.31 2.71 0.00
H -1.13 -3.54 3.30 0.00
H -6.07 1.95 0.88 0.00
H -2.14 -3.46 -1.22 0.00
H -2.27 -2.20 3.12 0.00
H 3.72 1.85 -0.85 0.00
H 2.85 3.70 -2.28 0.00
H 1.81 2.56 -3.14 0.00
H -4.89 -2.44 -0.29 0.00
H 4.72 -4.41 -0.93 0.01
H 4.11 -1.15 2.39 0.00
```

Properties
total charge: +1
multiplicity: 3
LUMO (spin up / spin down): -2.8 / -5.5 eV
energy above the lowest of the compared OMol25 structures with the same formula, charge and spin: 0.0 kJ/mol
HOMO level (spin up / spin down): -11.846 / -12.117 eV
expectation value of S²: 2.05

# 4
Computed, not measured: C23H32BaN6O6PS as an isolated structure, with ωB97M-V/def2-TZVPD.

XYZ file:
```
70
Properties=species:S:1:pos:R:3:mulliken_charge:R:1
Ba 1.62 0.38 0.19 1.72
S 1.64 3.37 -0.10 1.06
P -0.94 0.04 2.39 0.75
O -1.50 1.39 3.03 -0.43
O -2.26 -0.49 1.62 -0.36
O -0.96 -0.92 3.67 -0.43
O 1.12 -6.39 -0.95 -0.62
O 2.70 2.87 -0.98 -0.73
O 1.86 2.96 1.30 -0.78
N 2.13 -2.34 0.92 0.06
N -0.81 -5.30 -0.48 0.32
N 0.28 2.64 -0.46 -0.08
N 0.04 1.04 -2.09 -0.07
N -0.22 3.33 -2.67 -0.55
N 1.29 9.22 -0.50 -0.49
C 1.36 7.86 -0.44 1.06
C -0.60 2.34 3.63 -0.46
C 0.33 7.12 0.18 -0.82
C -1.53 -6.19 -1.40 -0.83
C 0.53 -5.50 -0.37 0.30
C -0.28 0.70 -3.34 -0.24
C 0.03 2.36 -1.79 0.37
C -2.73 0.27 0.50 -0.51
C 1.53 5.09 -0.24 -0.32
C 3.05 -4.20 2.11 -0.71
C -1.37 -5.77 -2.86 -1.07
C -0.58 1.63 -4.30 -0.71
C 2.56 5.80 -0.86 -0.39
C 0.42 5.75 0.27 -0.50
C 2.23 -5.07 1.41 -0.42
C 2.96 -2.84 1.84 -0.62
C -0.72 -2.32 3.52 -0.26
C 2.47 7.18 -0.95 -0.71
C 1.34 -4.56 0.48 0.08
C -1.60 -4.48 0.42 -0.77
C -2.36 -3.36 -0.28 -0.70
C -0.51 2.96 -3.90 -0.22
C 1.33 -3.19 0.28 0.02
H -0.70 3.76 -4.61 0.44
H -3.41 -0.37 -0.05 0.32
H -3.03 -3.76 -1.04 0.40
H 3.41 5.28 -1.26 0.44
H -1.62 -2.82 3.15 0.24
H -2.58 -6.17 -1.11 0.43
H -0.38 5.18 0.73 0.46
H -0.28 -0.36 -3.56 0.43
H 3.75 -4.55 2.85 0.45
H -0.32 -5.81 -3.15 0.31
H -2.95 -2.81 0.44 0.31
H -0.95 -4.07 1.19 0.20
H -1.18 3.24 3.79 0.23
H -3.25 1.16 0.85 0.30
H -0.47 -2.71 4.50 0.33
H -0.83 1.35 -5.31 0.39
H 0.41 9.67 -0.32 0.21
H -1.16 -7.20 -1.26 0.43
H 0.65 -2.77 -0.46 0.38
H -0.53 7.64 0.57 0.29
H 2.29 -6.14 1.56 0.53
H 0.24 2.55 2.98 0.19
H 0.11 -2.52 2.83 -0.08
H 3.26 7.74 -1.43 0.30
H 1.92 9.72 -1.11 0.21
H -0.26 1.96 4.59 0.29
H -1.90 0.57 -0.15 0.18
H -2.31 -5.14 0.94 0.33
H -1.67 -2.66 -0.77 0.10
H -1.92 -6.46 -3.50 0.39
H 3.60 -2.14 2.36 0.39
H -1.75 -4.77 -3.02 0.26
```

Properties
total charge: +1
multiplicity: 1
LUMO: -2.6 eV
energy above the lowest of the compared OMol25 structures with the same formula, charge and spin: 0.0 kJ/mol
HOMO level: -10.283 eV

Results for max |F|: 0.71; 18.82; 0.77; 0.20 (in eV/Å, following the order of the records).